(1)
Molecular formula: C29H21Cl4N2O4PtTe
Method: DFT, ωB97M-V/def2-TZVPD

Structure (XYZ):
```
62
Properties=species:S:1:pos:R:3
Pt -0.499 1.439 -0.234
Te -0.878 -1.142 -1.153
Cl -0.838 1.351 -5.624
Cl -5.891 2.922 -4.513
Cl -5.286 2.711 -1.459
Cl -3.677 2.220 -6.594
O -2.617 1.693 -0.898
O -0.640 1.187 -2.711
O -0.668 0.932 1.965
O 0.042 3.381 -1.273
N 1.327 2.079 0.720
N 1.425 1.901 2.061
C 0.294 1.242 6.872
C 2.473 3.912 -3.878
C -1.899 -2.631 1.619
C 1.038 2.215 6.216
C -0.920 -3.487 0.858
C -2.082 1.705 -4.487
C 0.930 -5.067 -0.479
C 0.343 1.387 2.597
C -0.697 -4.805 1.246
C 2.397 2.919 -1.261
C 2.396 2.399 0.069
C -0.427 0.316 6.133
C -4.337 2.419 -3.969
C -0.411 0.362 4.747
C 1.268 3.805 -3.235
C 0.731 -3.757 -0.893
C -2.822 1.866 -2.132
C -3.331 2.105 -4.913
C -4.078 2.317 -2.620
C 0.341 1.326 4.086
C -1.770 1.577 -3.112
C 1.540 -3.207 -2.040
C 0.389 -7.066 0.943
C 3.614 3.070 -1.948
C 3.668 3.560 -3.230
C 1.065 2.255 4.831
C -0.236 -2.979 -0.247
C 1.171 3.353 -1.886
C 0.202 -5.618 0.571
H 1.668 -5.678 -0.990
H -2.853 -2.565 1.088
H 4.528 2.785 -1.435
H -1.243 -5.206 2.094
H -1.008 -0.447 6.637
H -1.518 -1.613 1.733
H 1.749 -2.146 -1.896
H 1.597 2.946 6.786
H -0.195 -7.325 1.825
H 0.990 -3.307 -2.980
H 2.508 4.276 -4.898
H -0.987 -0.347 4.165
H 1.439 -7.285 1.146
H 0.071 -7.708 0.119
H 1.641 3.002 4.304
H 0.336 4.073 -3.719
H -2.092 -3.050 2.607
H 0.274 1.210 7.955
H 2.485 -3.740 -2.137
H 3.345 2.297 0.596
H 4.616 3.661 -3.742
```

Highest occupied orbital energy (spin up / spin down) in Ha: -0.15599 / -0.15237
Multiplicity: 5
⟨S²⟩: 6.037
LUMO energy (spin up / spin down) in eV: 2.23 / 0.30
Total charge: -1

---

(2)
Molecular formula: C29H22Br3NO7
Method: DFT, ωB97M-V/def2-TZVPD

Structure (XYZ):
```
62
Properties=species:S:1:pos:R:3
Br -1.389 -4.914 1.504
Br -6.184 2.037 -1.073
Br 2.357 3.260 -0.556
O 3.368 -1.531 4.375
O -2.815 1.234 0.214
O 3.438 -2.643 6.312
O -5.853 0.043 0.799
O 2.674 0.667 -5.072
O 1.320 1.179 -3.372
O -0.003 -2.423 2.333
N -0.989 3.836 0.005
C -2.068 4.788 -1.915
C 2.966 -2.425 5.060
C -2.290 -3.430 0.761
C -3.490 -3.707 0.125
C -0.505 -1.764 1.454
C -3.742 -1.379 -0.475
C -4.541 -0.323 -1.194
C -4.202 -2.689 -0.481
C 0.050 1.671 -0.057
C -2.536 -1.105 0.181
C 1.539 -0.391 1.159
C 1.922 -3.470 4.720
C -0.708 2.762 -0.731
C 1.425 1.763 0.114
C 1.568 -4.056 6.086
C -0.570 0.491 0.372
C -2.039 0.305 0.250
C -1.662 4.819 -0.585
C 2.255 1.465 -4.061
C 0.171 -0.533 0.963
C 2.863 -3.840 6.863
C -1.751 3.672 -2.678
C -1.055 2.635 -2.072
C 3.844 2.692 -5.344
C 2.170 0.754 0.712
C -1.798 -2.128 0.798
C 3.144 2.693 -3.986
C 3.861 1.204 -5.679
C -5.488 0.397 -0.272
H -0.765 1.751 -2.625
H 3.238 3.228 -6.075
H 0.766 -3.473 6.540
H -2.611 5.624 -2.335
H -1.895 5.682 0.026
H 4.726 0.694 -5.250
H 3.841 2.558 -3.159
H -3.856 -4.723 0.097
H -5.155 -0.793 -1.967
H -3.910 0.405 -1.692
H 4.837 3.136 -5.337
H 3.820 0.995 -6.745
H 2.386 -4.207 4.063
H 2.085 -1.176 1.664
H 1.079 -3.013 4.212
H 2.714 -3.685 7.929
H -5.133 -2.919 -0.984
H 3.573 -4.657 6.720
H 2.543 3.580 -3.806
H 3.238 0.866 0.829
H -2.033 3.609 -3.720
H 1.256 -5.098 6.062
```

Highest occupied orbital energy in Ha: -0.33929
LUMO energy in eV: -1.06
Total charge: 0
SMILES string: O=C(Br)Cc1ccc(Br)c2c1C(=O)c1c(ccc(Br)c1-c1ccccn1)C2=O.O=C1CCCO1.O=C1CCCO1

---

(3)
Molecular formula: C29H22BrN11O11SeTc
Method: DFT, ωB97M-V/def2-TZVPD

Structure (XYZ):
```
76
Properties=species:S:1:pos:R:3
Tc -0.929 1.311 0.324
Br -1.595 0.832 -1.976
Se 1.160 2.838 -1.930
O -8.279 0.353 0.135
O 4.514 0.902 1.902
O -2.141 -0.120 0.914
O 1.710 0.198 -1.517
O -2.495 2.504 0.679
O -1.935 -2.497 -0.127
O -0.203 -1.369 2.288
O -8.032 -1.772 -0.140
O -4.456 3.109 1.511
O 4.058 2.581 0.631
O -3.715 -3.668 -0.355
N 2.662 -0.061 3.276
N -0.199 1.949 2.394
N 3.742 1.761 1.473
N 2.482 1.880 1.948
N 0.498 -0.228 0.368
N 0.679 1.090 3.136
N 0.154 2.918 -0.438
N 1.458 4.515 -1.935
N -3.145 -2.623 -0.096
N 0.944 -2.423 0.619
N -7.599 -0.652 0.058
C 0.893 5.096 -0.871
C -3.406 -0.229 0.632
C -6.158 -0.505 0.221
C 5.786 -2.929 -0.674
C -5.343 -1.603 0.047
C 3.687 -2.918 0.488
C -4.275 0.891 0.719
C 3.072 -2.347 -0.620
C -0.628 4.767 1.019
C -3.979 -1.475 0.229
C 5.184 -2.316 -1.764
C 5.042 -3.217 0.457
C -0.330 -4.256 -3.847
C 1.569 -2.086 -0.643
C 1.986 0.952 2.742
C 0.310 -1.368 1.174
C 0.743 -4.198 -1.701
C 0.113 4.218 -0.049
C 3.830 -2.028 -1.742
C 0.485 -2.174 -2.964
C -3.739 2.270 1.015
C -0.140 -2.891 -3.977
C -5.629 0.740 0.533
C 0.993 6.468 -0.560
C 0.912 -2.821 -1.814
C -0.530 6.110 1.275
C 0.298 6.956 0.508
C 1.285 -0.581 -0.686
C 0.118 -4.910 -2.709
H 5.510 -3.687 1.312
H -1.323 4.161 1.580
H -0.476 -2.366 -4.861
H 3.348 -1.550 -2.584
H 0.343 2.799 2.216
H 3.107 -3.136 1.375
H -0.974 2.182 3.010
H -6.282 1.597 0.623
H 0.197 0.180 3.217
H 0.628 -1.111 -3.085
H 1.607 7.098 -1.187
H -5.761 -2.554 -0.248
H -0.016 -5.979 -2.602
H 6.839 -3.177 -0.710
H 5.766 -2.075 -2.644
H 0.660 -3.362 0.838
H 1.110 -4.726 -0.828
H 3.618 -0.188 2.970
H 0.369 8.006 0.756
H 2.184 -0.766 3.812
H -0.831 -4.816 -4.625
H -1.112 6.531 2.083
```

Highest occupied orbital energy (spin up / spin down) in Ha: -0.33924 / -0.33934
Multiplicity: 4
⟨S²⟩: 3.778
LUMO energy (spin up / spin down) in eV: -1.76 / -2.50
Total charge: 0

---

Copy entry 3 word for word.
Molecular formula: C29H22BrN11O11SeTc
Method: DFT, ωB97M-V/def2-TZVPD

Structure (XYZ):
```
76
Properties=species:S:1:pos:R:3
Tc -0.929 1.311 0.324
Br -1.595 0.832 -1.976
Se 1.160 2.838 -1.930
O -8.279 0.353 0.135
O 4.514 0.902 1.902
O -2.141 -0.120 0.914
O 1.710 0.198 -1.517
O -2.495 2.504 0.679
O -1.935 -2.497 -0.127
O -0.203 -1.369 2.288
O -8.032 -1.772 -0.140
O -4.456 3.109 1.511
O 4.058 2.581 0.631
O -3.715 -3.668 -0.355
N 2.662 -0.061 3.276
N -0.199 1.949 2.394
N 3.742 1.761 1.473
N 2.482 1.880 1.948
N 0.498 -0.228 0.368
N 0.679 1.090 3.136
N 0.154 2.918 -0.438
N 1.458 4.515 -1.935
N -3.145 -2.623 -0.096
N 0.944 -2.423 0.619
N -7.599 -0.652 0.058
C 0.893 5.096 -0.871
C -3.406 -0.229 0.632
C -6.158 -0.505 0.221
C 5.786 -2.929 -0.674
C -5.343 -1.603 0.047
C 3.687 -2.918 0.488
C -4.275 0.891 0.719
C 3.072 -2.347 -0.620
C -0.628 4.767 1.019
C -3.979 -1.475 0.229
C 5.184 -2.316 -1.764
C 5.042 -3.217 0.457
C -0.330 -4.256 -3.847
C 1.569 -2.086 -0.643
C 1.986 0.952 2.742
C 0.310 -1.368 1.174
C 0.743 -4.198 -1.701
C 0.113 4.218 -0.049
C 3.830 -2.028 -1.742
C 0.485 -2.174 -2.964
C -3.739 2.270 1.015
C -0.140 -2.891 -3.977
C -5.629 0.740 0.533
C 0.993 6.468 -0.560
C 0.912 -2.821 -1.814
C -0.530 6.110 1.275
C 0.298 6.956 0.508
C 1.285 -0.581 -0.686
C 0.118 -4.910 -2.709
H 5.510 -3.687 1.312
H -1.323 4.161 1.580
H -0.476 -2.366 -4.861
H 3.348 -1.550 -2.584
H 0.343 2.799 2.216
H 3.107 -3.136 1.375
H -0.974 2.182 3.010
H -6.282 1.597 0.623
H 0.197 0.180 3.217
H 0.628 -1.111 -3.085
H 1.607 7.098 -1.187
H -5.761 -2.554 -0.248
H -0.016 -5.979 -2.602
H 6.839 -3.177 -0.710
H 5.766 -2.075 -2.644
H 0.660 -3.362 0.838
H 1.110 -4.726 -0.828
H 3.618 -0.188 2.970
H 0.369 8.006 0.756
H 2.184 -0.766 3.812
H -0.831 -4.816 -4.625
H -1.112 6.531 2.083
```

Highest occupied orbital energy (spin up / spin down) in Ha: -0.33924 / -0.33934
Multiplicity: 4
⟨S²⟩: 3.778
LUMO energy (spin up / spin down) in eV: -1.76 / -2.50
Total charge: 0

---

Copy entry 3 word for word.
Molecular formula: C29H22BrN11O11SeTc
Method: DFT, ωB97M-V/def2-TZVPD

Structure (XYZ):
```
76
Properties=species:S:1:pos:R:3
Tc -0.929 1.311 0.324
Br -1.595 0.832 -1.976
Se 1.160 2.838 -1.930
O -8.279 0.353 0.135
O 4.514 0.902 1.902
O -2.141 -0.120 0.914
O 1.710 0.198 -1.517
O -2.495 2.504 0.679
O -1.935 -2.497 -0.127
O -0.203 -1.369 2.288
O -8.032 -1.772 -0.140
O -4.456 3.109 1.511
O 4.058 2.581 0.631
O -3.715 -3.668 -0.355
N 2.662 -0.061 3.276
N -0.199 1.949 2.394
N 3.742 1.761 1.473
N 2.482 1.880 1.948
N 0.498 -0.228 0.368
N 0.679 1.090 3.136
N 0.154 2.918 -0.438
N 1.458 4.515 -1.935
N -3.145 -2.623 -0.096
N 0.944 -2.423 0.619
N -7.599 -0.652 0.058
C 0.893 5.096 -0.871
C -3.406 -0.229 0.632
C -6.158 -0.505 0.221
C 5.786 -2.929 -0.674
C -5.343 -1.603 0.047
C 3.687 -2.918 0.488
C -4.275 0.891 0.719
C 3.072 -2.347 -0.620
C -0.628 4.767 1.019
C -3.979 -1.475 0.229
C 5.184 -2.316 -1.764
C 5.042 -3.217 0.457
C -0.330 -4.256 -3.847
C 1.569 -2.086 -0.643
C 1.986 0.952 2.742
C 0.310 -1.368 1.174
C 0.743 -4.198 -1.701
C 0.113 4.218 -0.049
C 3.830 -2.028 -1.742
C 0.485 -2.174 -2.964
C -3.739 2.270 1.015
C -0.140 -2.891 -3.977
C -5.629 0.740 0.533
C 0.993 6.468 -0.560
C 0.912 -2.821 -1.814
C -0.530 6.110 1.275
C 0.298 6.956 0.508
C 1.285 -0.581 -0.686
C 0.118 -4.910 -2.709
H 5.510 -3.687 1.312
H -1.323 4.161 1.580
H -0.476 -2.366 -4.861
H 3.348 -1.550 -2.584
H 0.343 2.799 2.216
H 3.107 -3.136 1.375
H -0.974 2.182 3.010
H -6.282 1.597 0.623
H 0.197 0.180 3.217
H 0.628 -1.111 -3.085
H 1.607 7.098 -1.187
H -5.761 -2.554 -0.248
H -0.016 -5.979 -2.602
H 6.839 -3.177 -0.710
H 5.766 -2.075 -2.644
H 0.660 -3.362 0.838
H 1.110 -4.726 -0.828
H 3.618 -0.188 2.970
H 0.369 8.006 0.756
H 2.184 -0.766 3.812
H -0.831 -4.816 -4.625
H -1.112 6.531 2.083
```

Highest occupied orbital energy (spin up / spin down) in Ha: -0.33924 / -0.33934
Multiplicity: 4
⟨S²⟩: 3.778
LUMO energy (spin up / spin down) in eV: -1.76 / -2.50
Total charge: 0